18
Properties=species:S:1:pos:R:3:forces:R:3 method="wB97M-V/def2-TZVPD" fmax_ha_per_bohr=0.0439 charge=-1 gap_ev=7.54
O 1.3923 0.4525 -2.0009 0.06 0.19 0.02
O 0.2826 0.9735 -3.9163 0.34 0.01 0.36
C -0.1779 -1.1264 -2.8658 -0.19 0.92 -0.25
C 0.5898 0.2510 -2.9374 -0.53 -0.52 -0.54
C -1.2901 0.4115 1.3746 0.21 0.02 0.55
C 0.1457 0.9090 1.7039 -1.66 -1.49 0.38
C 0.9891 -0.1552 2.4037 0.43 0.23 -0.61
H 0.5393 1.1640 0.7211 0.58 0.69 0.41
H 0.4974 -0.6349 3.2515 -0.23 -0.02 -0.12
H -1.8192 1.2851 0.9913 -0.31 -0.26 -0.14
H -1.3667 -0.4189 0.6723 0.31 0.17 -0.23
H -0.0758 1.6798 2.4462 0.66 0.69 -0.56
H 0.4125 -1.9443 -3.2812 0.23 -0.05 0.45
H 1.9069 0.2862 2.7860 0.18 0.08 0.06
H 1.2969 -0.8905 1.6607 -0.08 -0.29 0.15
H -1.0785 -1.0738 -3.4804 -0.06 0.09 0.05
H -1.7866 0.0641 2.2896 -0.05 0.17 -0.01
H -0.4576 -1.2325 -1.8190 0.11 -0.62 0.03

***

125
Properties=species:S:1:pos:R:3:forces:R:3 method="wB97M-V/def2-TZVPD" fmax_ha_per_bohr=0.1027 charge=+1 gap_ev=6.62
Cl -1.6628 6.6885 -2.8630 -0.08 -0.18 0.08
Cl 5.7218 1.3057 3.8661 -0.11 -0.06 -0.03
Cl 2.4218 -1.7862 4.1099 0.77 0.32 1.09
Cl -4.6041 -5.1351 2.1567 0.04 0.07 -0.08
Cl -1.8287 -7.1318 2.1913 -0.62 -0.48 0.28
Cl -7.3537 -7.5397 0.2453 0.06 0.02 0.05
Cl 7.9823 -0.4219 1.9697 -0.11 -0.03 -0.02
Cl -4.9805 4.2750 1.2534 0.22 0.30 -0.15
Cl 1.6372 9.0241 -5.1509 -0.09 -0.04 0.01
Cl 13.2212 -2.2295 -3.6137 -0.09 0.02 0.07
Cl 0.1959 -4.0205 0.0991 0.05 0.05 -0.52
Cl -6.6916 4.9772 -4.8403 0.03 -0.01 0.05
Cl -7.1072 4.9408 -1.3398 -0.22 0.18 0.35
Cl -4.7955 7.6435 -3.8453 -0.06 0.34 0.15
Cl 10.0463 -1.1235 -2.9915 -0.37 0.15 -0.68
Cl -4.8962 3.1446 -2.5800 0.22 -0.21 -0.13
Cl 11.9744 0.9522 1.3142 0.02 0.05 0.12
Cl 4.8212 -1.9585 -1.2576 -0.07 0.01 0.02
Cl 4.6823 -3.5138 2.2135 -0.10 0.04 0.06
Cl 2.9713 -6.0172 0.1337 0.03 0.10 -0.02
Cl 1.6463 -0.8526 -0.6353 0.00 0.13 0.16
Cl -4.1788 -8.6456 -0.3769 0.04 0.03 0.08
Cl 12.6413 -2.2897 0.4561 0.05 -0.01 0.11
Cl -1.4955 9.9791 -6.1332 0.04 0.33 -0.42
F -8.5319 0.9706 2.5784 2.98 -3.01 1.32
F -9.7923 -1.2642 2.1639 4.89 -1.17 1.62
F -8.5880 -2.3402 3.9212 0.68 2.63 -4.30
F -7.3249 0.0055 4.4369 -0.81 -0.32 -4.60
F -7.7055 -2.4089 1.6922 -2.48 2.93 3.27
N 0.2976 -1.6986 2.2616 -2.15 1.57 -1.07
N -1.3356 0.3810 2.2200 0.62 -3.65 0.64
N -2.1109 -1.7710 3.0760 1.70 1.96 -0.15
C -6.1200 5.6379 1.1239 -0.41 0.49 -0.02
C -5.2627 1.2356 2.3659 -0.37 -0.75 -0.87
C -3.7520 0.8113 1.7919 -1.27 1.06 0.15
C -2.6384 0.6804 2.9878 0.47 -0.56 -0.56
C 3.3582 -2.3047 -2.2133 -0.18 -0.08 -0.09
C 0.3606 -5.6149 0.8767 0.35 -0.29 0.51
C -3.4107 8.7076 -3.4934 0.26 0.22 0.07
C -4.6495 3.2130 -4.3427 0.11 -0.07 -0.44
C -4.4394 -6.7295 2.9343 0.03 -0.38 0.16
C -2.0864 8.0776 -3.8942 -0.11 0.20 0.00
C 5.0349 -2.4482 3.5966 -0.02 0.18 0.04
C -2.6521 -0.6411 3.9768 1.35 0.78 -0.86
C -6.6083 -7.8183 -1.3482 0.12 -0.06 -0.29
C -7.5945 -0.1156 2.9600 -0.56 0.63 0.08
C 11.7451 0.1964 -0.2827 -0.12 -0.24 -0.36
C -0.1107 11.0433 -5.7813 0.31 0.27 0.02
C -7.3948 5.2528 0.3905 -0.10 0.05 0.09
C 1.7592 -5.8433 1.4273 -0.20 0.05 0.09
C 7.2521 0.5793 4.4179 0.36 -0.06 0.09
C 8.3349 0.6437 3.3528 0.15 0.19 0.27
C -8.4190 -1.5412 2.6793 -2.10 -2.06 0.31
C -0.8959 -1.0486 2.4582 -2.82 0.70 0.60
C 2.3917 -1.1312 -2.2288 0.17 -0.14 -0.53
C 11.7582 -2.5757 -4.5695 -0.18 -0.06 -0.13
C 10.7917 -1.4022 -4.5850 0.13 -0.09 -0.49
C 1.2136 10.4133 -6.1821 -0.04 0.25 -0.18
C 11.3297 -1.2619 -0.1731 -0.15 0.05 -0.02
C -4.9543 4.5892 -4.9122 0.39 -0.22 0.01
C 3.9521 -2.5126 4.6617 0.91 -0.53 0.13
C -5.6418 -8.9918 -1.3327 -0.31 -0.08 -0.22
C -6.2096 -0.1079 2.0831 0.87 0.85 1.19
C -3.0408 -6.9578 3.4848 -0.40 -0.05 0.38
H 4.2671 -1.9520 5.5466 -0.17 0.06 -0.21
H 12.0908 -2.7969 -5.5877 -0.09 0.13 0.13
H 10.4591 -1.3854 0.4786 0.24 0.11 -0.01
H -4.6652 4.6278 -5.9664 -0.06 -0.11 0.14
H -0.2696 11.9661 -6.3465 0.07 -0.18 0.03
H -0.3692 -5.6465 1.6907 0.57 0.34 -0.39
H 1.0888 -1.7246 2.9593 -1.18 0.31 -1.29
H -1.2795 8.8087 -3.7870 -0.21 -0.23 0.05
H -3.6124 -0.8851 4.6023 2.00 0.42 -1.49
H 2.8864 -0.2055 -2.5389 -0.06 -0.21 0.21
H 2.8914 -3.2063 -1.8043 0.07 0.22 0.02
H -3.4341 8.9533 -2.4270 0.03 -0.17 -0.21
H -5.3092 -9.2131 -2.3509 -0.06 0.12 0.15
H -5.6973 2.1269 1.7064 1.03 -2.18 1.81
H 5.1665 -1.4304 3.2162 -0.11 -0.20 0.04
H -7.8555 4.3596 0.8241 0.17 0.16 -0.08
H 7.0473 -0.4517 4.7232 0.06 0.20 -0.15
H -6.3584 5.9489 2.1454 0.01 -0.13 -0.16
H -6.1136 -6.8925 -1.6582 -0.04 -0.22 0.16
H -6.1086 -9.8934 -0.9236 0.09 0.27 0.00
H -4.7141 -7.4943 2.2010 0.11 0.24 0.06
H 11.2864 -0.4764 -4.8950 -0.05 -0.22 0.18
H -5.1692 -6.7611 3.7483 0.19 0.04 -0.07
H -0.1341 11.2889 -4.7149 0.03 -0.15 -0.21
H -2.4286 1.6434 3.6562 -0.80 -1.94 -1.80
H -5.2263 1.5348 3.5020 -0.11 -0.64 -2.29
H 7.5671 1.1399 5.3028 0.00 -0.05 -0.20
H 1.1997 10.0724 -7.2221 -0.09 0.02 0.27
H -8.1185 6.0709 0.4481 0.20 -0.06 0.08
H -3.5696 9.6305 -4.0586 0.10 -0.20 0.02
H 8.4665 1.6615 2.9724 -0.12 -0.25 0.06
H 2.0745 -5.0233 2.0800 -0.04 -0.09 -0.20
H 10.9651 0.7679 -0.7938 0.07 -0.15 0.11
H -5.6039 6.4660 0.6281 -0.08 -0.29 0.00
H 11.0710 -1.6500 -1.1628 0.41 0.14 0.68
H 12.6756 0.3094 -0.8480 -0.16 -0.10 0.21
H -2.7022 -1.9766 2.2345 0.23 0.06 0.97
H 1.5753 -1.3313 -2.9292 0.14 -0.05 0.14
H -3.6011 2.9591 -4.5253 -0.14 0.15 0.00
H 2.0205 11.1444 -6.0749 -0.20 -0.07 0.05
H -3.8705 -0.1792 1.1472 0.50 1.84 1.54
H 0.4215 -2.2827 1.3954 -0.29 0.18 1.11
H 9.2893 0.3118 3.7724 -0.19 0.02 -0.03
H -6.3520 -0.1549 0.9223 -0.30 -0.11 2.39
H 3.7473 -3.5436 4.9670 -0.06 0.24 -0.18
H -7.4247 -8.0184 -2.0486 0.15 -0.06 0.14
H -2.7255 -6.1379 4.1376 -0.05 -0.12 -0.25
H -4.4090 5.3756 -4.3807 -0.19 -0.41 -0.09
H 1.7828 -6.7693 2.0094 -0.12 0.12 -0.15
H -3.4714 1.6591 1.0025 -0.13 -1.77 1.87
H -3.0172 -7.8839 4.0669 -0.07 0.12 -0.16
H -1.5137 0.4257 1.1838 1.12 0.52 0.95
H 5.9893 -2.7801 4.0162 -0.22 -0.01 0.05
H 0.0859 -6.3798 0.1434 0.10 0.27 0.04
H -5.5754 -1.0390 2.4295 -1.57 1.65 -0.64
H -2.1003 7.7368 -4.9342 -0.03 -0.01 0.39
H -1.6796 -0.4320 4.6369 -2.57 -0.46 -0.70
H -5.2718 2.4392 -4.8029 0.05 0.21 0.16
H 3.6908 -2.5260 -3.2316 -0.10 0.14 0.13
H 9.9753 -1.6023 -5.2853 0.14 -0.05 0.14
H 11.2914 -3.4773 -4.1604 0.08 0.26 -0.01